Density functional theory data (ωB97M-V with the def2-TZVPD basis set) for 9 unconnected molecules or ions with the total composition C7H29NO8 in a non-equilibrium geometry.

**Total charge**: 0
**Highest occupied orbital energy**: -0.2889 Ha
**HOMO-LUMO gap**: 7.73 eV
**SMILES**: C/C=C/C(=C/N)CC.O.O.O.O.O.O.O.O
**Energy above the lowest of the compared OMol25 structures with the same formula, charge and spin**: 0.0 kJ/mol

Last columns: bonded neighbours and bond lengths (Å).
Cartesian coordinates (Å):
1 C -2.19 -2.51 0.42  C2 1.537, H9 1.094, H10 1.094, H11 1.086
2 C -0.77 -1.92 0.52  C1 1.537, C5 1.498, H12 1.095, H13 1.101
3 N -1.28 0.66 1.88  C4 1.377, H14 1.016, H15 1.011
4 C -0.86 0.57 0.58  N3 1.377, C5 1.348, H16 1.082
5 C -0.66 -0.57 -0.12  C2 1.498, C4 1.348, C6 1.471
6 C -0.35 -0.46 -1.55  C5 1.471, C7 1.334, H17 1.085
7 C -0.17 -1.48 -2.39  C6 1.334, C8 1.494, H18 1.086
8 C 0.18 -1.29 -3.83  C7 1.494, H19 1.092, H20 1.095, H21 1.094
9 H -2.30 -3.44 0.98  C1 1.094
10 H -2.43 -2.75 -0.62  C1 1.094
11 H -2.91 -1.81 0.82  C1 1.086
12 H -0.02 -2.59 0.08  C2 1.095
13 H -0.52 -1.91 1.59  C2 1.101
14 H -1.01 1.50 2.39  N3 1.016
15 H -1.26 -0.19 2.43  N3 1.011
16 H -0.75 1.53 0.08  C4 1.082
17 H -0.25 0.56 -1.90  C6 1.085
18 H -0.28 -2.51 -2.08  C7 1.086
19 H -0.51 -1.79 -4.51  C8 1.092
20 H 1.17 -1.69 -4.04  C8 1.095
21 H 0.18 -0.24 -4.14  C8 1.094
22 H -4.31 0.30 0.37  O24 0.976
23 H -3.48 0.64 1.65  O24 0.952
24 O -4.32 0.31 1.35  H22 0.976, H23 0.952
25 H 3.01 -0.50 2.01  O27 0.984
26 H 2.22 -1.88 2.08  O27 0.971
27 O 3.01 -1.45 1.73  H25 0.984, H26 0.971
28 H 0.60 3.14 1.45  O30 0.967
29 H 1.31 2.20 2.47  O30 0.983
30 O 0.55 2.80 2.36  H28 0.967, H29 0.983
31 H 3.03 -1.12 -0.04  O33 0.989
32 H 1.99 -0.85 -1.14  O33 0.967
33 O 2.92 -0.68 -0.91  H31 0.989, H32 0.967
34 H 0.28 3.52 -0.94  O36 0.963
35 H 1.43 4.30 -0.34  O36 0.958
36 O 0.98 3.45 -0.28  H34 0.963, H35 0.958
37 H -4.02 -0.93 -1.56  O39 0.953
38 H -2.76 -0.16 -1.19  O39 0.967
39 O -3.72 -0.06 -1.31  H37 0.953, H38 0.967
40 H 3.51 1.53 2.91  O42 0.965
41 H 3.06 1.52 1.44  O42 1.017
42 O 2.79 1.19 2.36  H40 0.965, H41 1.017
43 H 2.42 2.30 -0.36  O45 0.979
44 H 3.23 0.94 -0.56  O45 0.992
45 O 3.25 1.84 -0.14  H43 0.979, H44 0.992

=====

Density functional theory data (ωB97M-V with the def2-TZVPD basis set) for a single C7H2Br2O3S molecule in a non-equilibrium geometry.

**Total charge**: 0
**Highest occupied orbital energy**: -0.3298 Ha
**HOMO-LUMO gap**: 9.08 eV
**SMILES**: O=c1oc2cc(Br)c(O)c(Br)c2s1

Last columns: bonded neighbours and bond lengths (Å).
Cartesian coordinates (Å):
1 O 1.14 -4.00 1.01  C7 1.227
2 Br -2.03 2.84 1.28  C9 1.904
3 Br 1.35 0.69 -2.85  C10 1.914
4 O -0.55 2.63 -1.45  C11 1.372, H14 0.964
5 O 0.17 -1.98 1.52  C7 1.358, C12 1.367
6 S 1.46 -2.15 -0.79  C7 1.774, C13 1.731
7 C 0.92 -2.82 0.76  O1 1.227, O5 1.358, S6 1.774
8 C -0.82 0.25 1.33  C9 1.395, C12 1.418, H15 1.060
9 C -1.03 1.39 0.55  Br2 1.904, C8 1.395, C11 1.395
10 C 0.46 0.49 -1.16  Br3 1.914, C11 1.407, C13 1.422
11 C -0.39 1.51 -0.68  O4 1.372, C9 1.395, C10 1.407
12 C 0.00 -0.81 0.85  O5 1.367, C8 1.418, C13 1.393
13 C 0.62 -0.70 -0.40  S6 1.731, C10 1.422, C12 1.393
14 H 0.00 2.56 -2.24  O4 0.964
15 H -1.29 0.13 2.27  C8 1.060

=====

Density functional theory data (ωB97M-V with the def2-TZVPD basis set) for a single C7H2F5N3 molecule in a non-equilibrium geometry.

**Total charge**: 0
**Highest occupied orbital energy (spin up / spin down)**: -0.3436 / -0.3489 Ha
**HOMO-LUMO gap (spin up / spin down)**: 7.28 / 7.45 eV
**Energy above the lowest of the compared OMol25 structures with the same formula, charge and spin**: 141.1 kJ/mol

Last columns: bonded neighbours and bond lengths (Å).
Cartesian coordinates (Å):
1 C 0.52 3.47 -0.01  C4 1.415, N8 1.143
2 C 1.42 1.46 -1.16  C3 1.489, C4 1.353, H16 1.071
3 C 1.23 -0.01 -1.03  C2 1.489, N10 1.594, F11 1.399, H17 1.095
4 C 0.63 2.08 -0.26  C1 1.415, C2 1.353, N9 1.372
5 C -0.91 -0.93 0.20  C6 1.468, C7 1.468, N10 1.337
6 C -0.91 -2.37 0.48  C5 1.468, C7 1.525, F12 1.350, F13 1.345
7 C -1.80 -1.42 1.27  C5 1.468, C6 1.525, F14 1.338, F15 1.343
8 N 0.40 4.59 0.18  C1 1.143
9 N -0.19 1.20 0.41  C4 1.372, N10 1.278
10 N 0.03 0.01 0.01  C3 1.594, C5 1.337, N9 1.278
11 F 2.48 -0.57 -0.74  C3 1.399
12 F 0.13 -2.98 1.09  C6 1.350
13 F -1.44 -3.23 -0.41  C6 1.345
14 F -3.12 -1.44 1.08  C7 1.338
15 F -1.54 -1.18 2.56  C7 1.343
16 H 2.18 1.89 -1.78  C2 1.071
17 H 0.86 -0.56 -1.90  C3 1.095

=====

Density functional theory data (ωB97M-V with the def2-TZVPD basis set) for 8 unconnected molecules or ions with the total composition C7H30N6O10P in a non-equilibrium geometry.

**Total charge**: +1
**Highest occupied orbital energy**: -0.4029 Ha
**HOMO-LUMO gap**: 5.75 eV

Last columns: bonded neighbours and bond lengths (Å).
Cartesian coordinates (Å):
1 N -3.36 -1.30 0.12  P2 1.616, H18 1.033
2 P -2.74 0.04 -0.54  N1 1.616, C3 1.890, H19 1.427, H20 1.441
3 C -0.86 -0.17 -0.58  P2 1.890, N4 1.509, C14 1.615, H21 1.153
4 N -0.14 0.80 -1.49  C3 1.509, C5 1.467, H22 1.045
5 C 1.31 0.57 -1.47  N4 1.467, N6 1.370, N7 1.437
6 N 2.02 1.09 -2.52  C5 1.370, H23 1.029, H24 1.035
7 N 2.08 -0.17 -0.50  C5 1.437, C8 1.492, H25 1.028
8 C 1.31 -0.66 0.68  N7 1.492, C9 1.600, C14 1.596, H26 1.156
9 C 2.13 -0.42 2.04  C8 1.600, C10 1.604, H27 1.150, H28 1.157
10 C 3.49 -1.26 2.18  C9 1.604, C11 1.594, H29 1.153, H30 1.151
11 C 3.44 -2.75 1.62  C10 1.594, N12 1.480, O13 1.261
12 N 3.65 -3.01 0.18  C11 1.480, H31 1.030, H32 1.029
13 O 3.28 -3.76 2.34  C11 1.261
14 C -0.14 -0.02 0.86  C3 1.615, C8 1.596, O15 1.446, H33 1.156
15 O -0.91 -0.55 1.96  C14 1.446, N16 1.383
16 N -1.01 0.51 2.85  O15 1.383, O17 1.181
17 O -1.43 0.14 3.89  N16 1.181
18 H -2.56 -1.90 0.38  N1 1.033
19 H -3.22 0.10 -1.89  P2 1.427
20 H -3.15 1.24 0.14  P2 1.441
21 H -0.59 -1.22 -0.95  C3 1.153
22 H -0.26 1.74 -1.05  N4 1.045
23 H 2.56 0.40 -3.06  N6 1.029
24 H 2.01 2.11 -2.69  N6 1.035
25 H 2.96 0.29 -0.26  N7 1.028
26 H 1.13 -1.79 0.52  C8 1.156
27 H 1.47 -0.56 2.97  C9 1.150
28 H 2.43 0.69 2.04  C9 1.157
29 H 3.69 -1.35 3.31  C10 1.153
30 H 4.41 -0.71 1.76  C10 1.151
31 H 4.11 -2.19 -0.24  N12 1.030
32 H 2.75 -3.14 -0.30  N12 1.029
33 H -0.01 1.12 1.03  C14 1.156
34 O -0.07 2.68 -5.05  H35 0.964, H36 0.965
35 H 0.21 2.35 -4.18  O34 0.964
36 H 0.63 3.29 -5.30  O34 0.965
37 O -4.09 2.10 -2.61  H38 0.966, H39 0.965
38 H -3.75 2.86 -3.10  O37 0.966
39 H -4.71 1.70 -3.23  O37 0.965
40 O -1.76 3.44 3.00  H41 0.964, H42 0.965
41 H -2.17 2.57 2.91  O40 0.964
42 H -2.05 3.75 3.86  O40 0.965
43 O -5.13 4.41 -4.31  H44 0.965, H45 0.965
44 H -5.80 4.38 -5.01  O43 0.965
45 H -5.09 5.34 -4.06  O43 0.965
46 O 1.26 -5.91 2.60  H47 0.967, H48 0.964
47 H 1.97 -5.26 2.59  O46 0.967
48 H 1.45 -6.48 1.85  O46 0.964
49 O -1.14 -5.54 4.48  H50 0.967, H51 0.964
50 H -0.40 -5.61 3.86  O49 0.967
51 H -0.76 -5.79 5.33  O49 0.964
52 O 0.61 3.52 -2.46  H53 0.967, H54 0.967
53 H 0.10 4.28 -2.77  O52 0.967
54 H 0.84 3.75 -1.55  O52 0.967

=====

Density functional theory data (ωB97M-V with the def2-TZVPD basis set) for 9 unconnected molecules or ions with the total composition C7H30NO10 in a non-equilibrium geometry.

**Total charge**: -1
**Highest occupied orbital energy**: -0.0300 Ha
**HOMO-LUMO gap**: 2.20 eV
**Energy above the lowest of the compared OMol25 structures with the same formula, charge and spin**: 785.0 kJ/mol

Last columns: bonded neighbours and bond lengths (Å).
Cartesian coordinates (Å):
1 N -0.04 22.88 -30.15  H2 1.010, H3 1.010, H4 1.010, H5 1.010
2 H -0.29 23.70 -29.62  N1 1.010
3 H -0.87 22.31 -30.24  N1 1.010
4 H 0.71 22.39 -29.67  N1 1.010
5 H 0.31 23.12 -31.06  N1 1.010
6 C 3.02 23.83 -35.43  O7 1.246, O8 1.240, O9 1.239
7 O 1.97 24.14 -34.84  C6 1.246
8 O 2.80 23.71 -36.64  C6 1.240
9 O 4.19 23.79 -35.01  C6 1.239
10 O 4.96 21.23 -30.62  H11 0.957, H12 0.957
11 H 5.78 21.47 -30.18  O10 0.957
12 H 5.00 21.67 -31.46  O10 0.957
13 O -0.81 26.41 -27.26  H14 0.957, H15 0.957
14 H -1.11 27.31 -27.30  O13 0.957
15 H -0.86 26.17 -26.34  O13 0.957
16 O 1.98 20.80 -26.40  H17 0.957, H18 0.957
17 H 1.97 21.12 -25.50  O16 0.957
18 H 2.90 20.65 -26.60  O16 0.957
19 O 1.10 28.42 -32.32  H20 0.957, H21 0.957
20 H 1.03 27.72 -32.96  O19 0.957
21 H 1.99 28.34 -31.96  O19 0.957
22 O -3.35 19.22 -30.04  H23 0.957, H24 0.957
23 H -3.07 18.44 -29.56  O22 0.957
24 H -3.91 18.89 -30.74  O22 0.957
25 C -0.40 15.98 -34.07  C26 1.546, H29 1.090, H30 1.090, H31 1.090
26 C 0.94 16.75 -34.01  C25 1.546, C27 1.476, O28 1.410, H32 1.090
27 C 1.90 16.10 -33.09  C26 1.476, H33 1.090, H34 1.090, H35 1.090
28 O 1.52 16.78 -35.29  C26 1.410, H36 0.960
29 H -1.06 16.08 -33.21  C25 1.090
30 H -0.20 14.91 -34.20  C25 1.090
31 H -1.01 16.43 -34.85  C25 1.090
32 H 0.73 17.78 -33.74  C26 1.090
33 H 1.63 16.37 -32.07  C27 1.090
34 H 2.96 16.35 -33.14  C27 1.090
35 H 1.89 15.02 -33.17  C27 1.090
36 H 1.77 15.89 -35.55  O28 0.960
37 C -5.56 27.89 -31.61  C38 1.551, H41 1.090, H42 1.090, H43 1.090
38 C -6.06 29.01 -32.56  C37 1.551, C39 1.467, O40 1.446, H44 1.090
39 C -7.52 28.90 -32.55  C38 1.467, H45 1.090, H46 1.090, H47 1.090
40 O -5.73 30.32 -32.03  C38 1.446, H48 0.960
41 H -4.48 27.88 -31.73  C37 1.090
42 H -5.91 26.91 -31.93  C37 1.090
43 H -5.83 28.04 -30.57  C37 1.090
44 H -5.63 28.94 -33.56  C38 1.090
45 H -8.12 29.61 -33.12  C39 1.090
46 H -7.96 29.00 -31.56  C39 1.090
47 H -7.81 27.91 -32.92  C39 1.090
48 H -5.99 30.92 -32.73  O40 0.960

=====

Density functional theory data (ωB97M-V with the def2-TZVPD basis set) for 10 unconnected molecules or ions with the total composition C7H31NO9 in a non-equilibrium geometry.

**Multiplicity**: 2
**Total charge**: +1
**Highest occupied orbital energy (spin up / spin down)**: -0.4896 / -0.4897 Ha
**HOMO-LUMO gap (spin up / spin down)**: 9.95 / 6.50 eV
**Energy above the lowest of the compared OMol25 structures with the same formula, charge and spin**: 167.3 kJ/mol
**<S²>**: 0.76

Last columns: bonded neighbours and bond lengths (Å).
Cartesian coordinates (Å):
1 C -2.31 -1.63 -3.21  C2 1.585, H9 1.094, H10 1.182, H11 1.031
2 C -1.38 -0.56 -2.50  C1 1.585, C5 1.452, H12 1.157, H13 1.014
3 N -0.59 -0.13 0.22  C4 1.393, H14 1.064, H15 0.943
4 C 0.32 -0.72 -0.66  N3 1.393, C5 1.365, C8 1.434
5 C -0.19 -1.10 -1.87  C2 1.452, C4 1.365, C6 1.440
6 C 0.57 -1.82 -2.85  C5 1.440, C7 1.345, H16 1.025
7 C 0.78 -3.11 -2.51  C6 1.345, H17 1.053, H18 1.169
8 C 1.71 -0.90 -0.38  C4 1.434, H19 1.157, H20 1.071, H21 1.155
9 H -1.67 -2.21 -3.87  C1 1.094
10 H -2.85 -2.06 -2.25  C1 1.182
11 H -3.15 -1.14 -3.58  C1 1.031
12 H -1.18 0.18 -3.37  C2 1.157
13 H -1.92 0.19 -2.09  C2 1.014
14 H -0.08 0.60 0.80  N3 1.064
15 H -1.24 0.40 -0.21  N3 0.943
16 H 1.00 -1.36 -3.66  C6 1.025
17 H 1.42 -3.88 -2.81  C7 1.053
18 H 0.13 -3.61 -1.68  C7 1.169
19 H 2.17 -1.69 -1.09  C8 1.157
20 H 1.89 -1.53 0.48  C8 1.071
21 H 2.39 0.03 -0.39  C8 1.155
22 H -1.13 -2.06 0.67  O24 0.996
23 H -1.24 -3.37 0.54  O24 0.944
24 O -1.32 -2.80 1.30  H22 0.996, H23 0.944
25 H -2.75 1.33 0.23  O27 0.986
26 H -3.62 2.16 -0.78  O27 0.884
27 O -2.80 1.90 -0.57  H25 0.986, H26 0.884
28 H -0.01 1.78 -3.75  O30 0.959
29 H 1.60 2.34 -3.70  O30 1.017
30 O 0.89 1.70 -4.06  H28 0.959, H29 1.017
31 H 4.22 1.62 1.21  O33 1.022
32 H 3.24 2.24 2.38  O33 1.032
33 O 4.07 2.44 1.80  H31 1.022, H32 1.032
34 H -0.91 -1.18 4.14  O36 0.995
35 H 0.55 -1.68 4.15  O36 0.932
36 O -0.06 -1.19 4.65  H34 0.995, H35 0.932
37 H 1.01 4.67 1.46  O39 1.022
38 H 0.29 4.71 -0.02  O39 1.044
39 O 0.73 4.07 0.68  H37 1.022, H38 1.044
40 H 2.23 0.41 2.66  O42 0.984
41 H 3.15 -0.66 3.45  O42 0.939
42 O 3.02 -0.17 2.66  H40 0.984, H41 0.939
43 H -0.27 1.91 4.00  O45 0.881
44 H -0.01 0.58 4.07  O45 0.950
45 O -0.12 1.26 3.41  H43 0.881, H44 0.950
46 H -1.88 0.61 2.54  O48 1.038
47 H -2.26 2.18 2.40  O48 1.054
48 O -2.47 1.24 1.97  H46 1.038, H47 1.054